No. 1
{
  "formula": "C28H36IrN4O2P2S2",
  "method": "wB97M-V/def2-TZVPD",
  "total_charge": 2,
  "relative_energy_kcal_mol": 10.66,
  "multiplicity": 6,
  "homo_lumo_gap_ev": [6.7, 5.8],
  "species": ["Ir", "C", "C", "C", "C", "C", "C", "C", "C", "C", "S", "C", "N", "H", "H", "H", "H", "H", "H", "H", "H", "C", "P", "C", "C", "C", "P", "C", "C", "H", "H", "H", "H", "H", "H", "H", "H", "H", "H", "H", "H", "H", "H", "H", "H", "O", "C", "N", "C", "O", "C", "C", "C", "C", "C", "C", "H", "H", "H", "H", "S", "C", "N", "C", "C", "C", "N", "H", "H", "H", "H", "H", "H", "H", "H"],
  "xyz": [[10.29, 11.27, 9.67], [8.66, 12.62, 5.92], [7.79, 13.15, 7.01], [6.53, 13.67, 6.66], [5.77, 14.23, 7.71], [6.31, 14.15, 9.02], [5.57, 14.70, 10.09], [6.11, 15.06, 11.30], [7.44, 14.61, 11.46], [8.11, 13.83, 10.50], [9.65, 13.28, 11.02], [7.60, 13.66, 9.23], [8.29, 13.15, 8.22], [9.30, 13.43, 5.61], [8.18, 12.13, 5.10], [9.41, 11.95, 6.26], [6.23, 13.69, 5.63], [4.78, 14.55, 7.56], [4.55, 15.03, 9.91], [5.42, 15.58, 12.02], [7.88, 14.63, 12.49], [13.45, 11.41, 11.22], [12.12, 10.25, 10.90], [12.63, 8.59, 10.15], [11.54, 9.82, 12.56], [10.22, 9.02, 12.48], [8.94, 10.08, 11.74], [8.46, 11.12, 13.16], [7.54, 8.99, 11.59], [14.22, 11.02, 11.87], [12.96, 12.17, 11.79], [13.87, 11.83, 10.28], [13.28, 8.06, 10.88], [13.19, 8.80, 9.25], [11.75, 7.98, 9.96], [11.41, 10.76, 13.12], [12.43, 9.33, 13.13], [9.86, 8.70, 13.43], [10.41, 8.25, 11.76], [8.30, 10.53, 14.09], [7.44, 11.53, 12.97], [9.18, 11.96, 13.37], [7.08, 8.82, 12.56], [7.84, 8.01, 11.21], [6.73, 9.40, 10.99], [10.76, 9.10, 7.61], [9.52, 9.29, 7.62], [8.97, 10.22, 8.42], [7.55, 10.12, 8.40], [6.74, 10.66, 9.11], [7.28, 9.06, 7.39], [6.06, 8.59, 6.97], [6.10, 7.56, 6.03], [7.31, 6.99, 5.61], [8.52, 7.43, 6.11], [8.46, 8.50, 6.99], [5.10, 8.98, 7.28], [5.19, 7.23, 5.52], [7.32, 6.25, 4.82], [9.46, 7.04, 5.74], [11.59, 12.85, 8.29], [12.93, 12.13, 7.49], [13.90, 12.99, 7.26], [15.21, 12.63, 6.72], [15.56, 11.19, 7.06], [14.40, 10.20, 6.59], [13.12, 10.86, 7.15], [13.92, 13.88, 7.74], [15.94, 13.33, 7.14], [15.17, 12.80, 5.63], [15.75, 11.08, 8.13], [16.38, 10.99, 6.42], [14.37, 9.29, 7.11], [14.36, 10.17, 5.51], [12.33, 10.28, 7.32]]
}

---

No. 2
{
  "formula": "C3H5N3OS",
  "method": "wB97M-V/def2-TZVPD",
  "total_charge": 0,
  "relative_energy_kcal_mol": 16.89,
  "homo_lumo_gap_ev": 7.6,
  "species": ["C", "C", "C", "H", "H", "H", "H", "H", "N", "N", "N", "O", "S"],
  "xyz": [[0.61, 0.61, 0.02], [-1.66, 0.03, -0.45], [1.38, -0.76, 0.04], [0.91, 2.58, 0.38], [2.33, 1.51, 0.48], [-2.53, 0.44, -0.97], [-2.68, -1.66, -0.05], [-0.96, -1.65, 0.43], [1.33, 1.64, 0.39], [-0.64, 0.85, -0.36], [-1.81, -1.18, 0.05], [0.71, -1.73, 0.40], [3.01, -0.69, -0.38]]
}

---

No. 3
{
  "formula": "C4H8N2O",
  "method": "wB97M-V/def2-TZVPD",
  "total_charge": 0,
  "smiles": "CC[C@](N)(O)C#N",
  "relative_energy_kcal_mol": 69.60,
  "homo_lumo_gap_ev": 11.0,
  "species": ["C", "C", "C", "C", "N", "N", "O", "H", "H", "H", "H", "H", "H", "H", "H"],
  "xyz": [[-1.31, -0.53, 0.96], [-0.63, 0.94, -1.36], [0.26, -0.27, -0.93], [0.10, -0.46, 0.56], [-2.43, -0.48, 1.21], [0.70, 0.53, 1.30], [0.82, -1.98, 0.71], [-1.72, 0.69, -1.12], [-0.41, 1.30, -2.44], [-0.18, 1.79, -0.75], [0.05, -1.10, -1.51], [1.23, -0.04, -1.18], [0.71, 0.37, 2.35], [1.23, 1.17, 0.89], [1.58, -1.93, 1.31]]
}

---

No. 4
{
  "formula": "C24H72BF8N9O17S4",
  "method": "wB97M-V/def2-TZVPD",
  "total_charge": 2,
  "homo_lumo_gap_ev": 8.1,
  "species": ["C", "C", "C", "O", "C", "N", "H", "H", "H", "H", "H", "H", "H", "H", "H", "H", "H", "H", "C", "C", "C", "O", "C", "N", "H", "H", "H", "H", "H", "H", "H", "H", "H", "H", "H", "H", "C", "C", "C", "O", "C", "N", "H", "H", "H", "H", "H", "H", "H", "H", "H", "H", "H", "H", "C", "C", "C", "O", "C", "N", "H", "H", "H", "H", "H", "H", "H", "H", "H", "H", "H", "H", "C", "C", "C", "O", "C", "N", "H", "H", "H", "H", "H", "H", "H", "H", "H", "H", "H", "H", "C", "C", "C", "O", "C", "N", "H", "H", "H", "H", "H", "H", "H", "H", "H", "H", "H", "H", "N", "O", "O", "O", "B", "F", "F", "F", "F", "N", "S", "O", "O", "F", "S", "O", "O", "F", "N", "S", "O", "O", "F", "S", "O", "O", "F"],
  "xyz": [[4.86, -6.52, 0.72], [5.40, -5.10, 1.12], [5.20, -4.10, -0.04], [5.72, -2.87, 0.52], [5.68, -1.82, -0.46], [4.57, -4.61, 2.35], [4.23, -5.30, 3.01], [4.99, -3.94, 2.97], [3.67, -4.25, 2.06], [4.77, -7.25, 1.53], [5.52, -6.92, -0.05], [3.88, -6.40, 0.24], [6.44, -4.98, 1.39], [4.17, -4.02, -0.41], [5.84, -4.30, -0.90], [6.42, -2.11, -1.20], [5.95, -0.80, -0.21], [4.76, -1.80, -1.04], [4.97, 2.62, -5.39], [5.51, 1.29, -4.93], [6.25, 1.33, -3.53], [5.26, 1.78, -2.64], [5.61, 2.04, -1.28], [4.30, 0.30, -4.90], [4.36, -0.58, -4.41], [3.48, 0.79, -4.58], [4.06, 0.11, -5.86], [5.64, 3.47, -5.50], [4.27, 3.12, -4.72], [4.40, 2.51, -6.31], [6.14, 0.82, -5.68], [7.13, 1.95, -3.70], [6.60, 0.35, -3.21], [5.98, 3.06, -1.18], [6.29, 1.30, -0.86], [4.67, 2.09, -0.73], [-7.27, 0.94, 3.83], [-5.73, 0.66, 3.82], [-5.38, -0.85, 4.10], [-3.90, -0.94, 4.05], [-3.12, -0.63, 5.20], [-5.34, 0.89, 2.39], [-5.78, 1.70, 1.97], [-4.37, 1.15, 2.26], [-5.58, 0.12, 1.78], [-7.61, 0.79, 4.85], [-7.77, 0.22, 3.18], [-7.48, 1.94, 3.45], [-5.18, 1.35, 4.46], [-5.69, -1.49, 3.27], [-5.85, -1.27, 4.99], [-2.08, -0.56, 4.88], [-3.03, -1.25, 6.09], [-3.41, 0.38, 5.49], [1.82, 2.12, 3.08], [2.77, 3.31, 3.10], [1.92, 4.64, 3.13], [0.96, 4.68, 4.16], [0.05, 5.78, 4.14], [3.44, 3.23, 4.48], [4.28, 2.67, 4.48], [3.90, 4.12, 4.63], [2.81, 2.92, 5.20], [2.30, 1.15, 3.00], [1.18, 2.20, 2.20], [1.09, 2.07, 3.90], [3.58, 3.26, 2.37], [1.41, 4.60, 2.17], [2.43, 5.60, 3.10], [-0.61, 5.87, 5.01], [-0.56, 5.71, 3.24], [0.56, 6.75, 4.15], [-2.64, 0.39, -1.59], [-1.47, 0.02, -0.64], [-0.23, 0.81, -0.85], [0.88, 0.08, -0.24], [2.12, 0.68, -0.54], [-2.02, -0.05, 0.85], [-2.82, -0.67, 0.88], [-1.25, -0.34, 1.44], [-2.35, 0.87, 1.13], [-3.34, -0.41, -1.81], [-2.31, 0.69, -2.58], [-3.18, 1.28, -1.25], [-1.27, -1.04, -0.84], [-0.29, 1.83, -0.46], [-0.17, 0.92, -1.94], [3.04, 0.31, -0.08], [2.13, 1.69, -0.14], [2.26, 0.67, -1.62], [-5.16, -0.15, -4.08], [-6.02, -1.47, -4.08], [-5.29, -2.63, -4.75], [-4.08, -2.85, -4.04], [-3.16, -3.70, -4.66], [-6.27, -1.88, -2.59], [-6.72, -1.14, -2.08], [-6.96, -2.62, -2.51], [-5.45, -2.14, -2.06], [-5.51, 0.70, -3.49], [-5.27, 0.23, -5.10], [-4.08, -0.25, -3.98], [-7.02, -1.29, -4.50], [-5.10, -2.33, -5.78], [-5.83, -3.57, -4.81], [-2.98, -3.40, -5.69], [-3.44, -4.76, -4.69], [-2.27, -3.52, -4.06], [-4.13, -2.90, 0.45], [-4.49, -1.75, 0.75], [-4.53, -3.39, -0.58], [-3.32, -3.46, 1.18], [1.28, 1.95, -4.35], [1.90, 2.28, -5.54], [1.71, 2.82, -3.43], [-0.08, 2.00, -4.31], [1.67, 0.67, -3.94], [-3.09, 2.51, 1.62], [-3.84, 3.86, 0.92], [-3.10, 4.98, 0.29], [-5.15, 4.13, 1.57], [-4.36, 3.18, -0.34], [-2.11, 3.35, 2.40], [-2.57, 4.44, 3.23], [-0.83, 3.54, 1.72], [-1.65, 2.27, 3.51], [1.91, -3.77, 1.73], [1.94, -2.34, 2.03], [0.68, -1.72, 2.47], [2.96, -1.53, 1.38], [2.69, -2.52, 3.42], [1.19, -3.44, 0.19], [2.00, -2.88, -0.89], [-0.25, -3.33, 0.20], [1.36, -4.97, -0.25]]
}

---

No. 5
{
  "formula": "C26H64Cd2F12N4O8P2S2",
  "method": "wB97M-V/def2-TZVPD",
  "total_charge": 0,
  "relative_energy_kcal_mol": 320.34,
  "homo_lumo_gap_ev": 1.8,
  "species": ["Cd", "Cd", "S", "O", "O", "O", "O", "P", "F", "F", "F", "F", "F", "F", "P", "F", "F", "F", "F", "F", "F", "C", "C", "N", "C", "C", "C", "C", "H", "H", "H", "H", "H", "H", "H", "H", "H", "H", "H", "H", "H", "H", "H", "C", "C", "N", "C", "C", "C", "C", "H", "H", "H", "H", "H", "H", "H", "H", "H", "H", "H", "H", "H", "H", "H", "C", "C", "N", "C", "C", "C", "C", "H", "H", "H", "H", "H", "H", "H", "H", "H", "H", "H", "H", "H", "H", "H", "C", "C", "N", "C", "C", "C", "C", "H", "H", "H", "H", "H", "H", "H", "H", "H", "H", "H", "H", "H", "H", "H", "C", "C", "O", "S", "O", "O", "O", "H", "H", "H", "H"],
  "xyz": [[-21.81, 10.93, -19.54], [-15.23, 7.51, -21.46], [-18.38, 9.42, -20.35], [-17.94, 8.91, -21.63], [-18.85, 10.82, -20.34], [-19.57, 8.89, -19.73], [-17.11, 9.11, -19.63], [-16.47, 3.40, -22.31], [-16.62, 4.43, -21.09], [-17.73, 4.06, -23.15], [-15.57, 4.63, -23.01], [-16.08, 2.23, -23.39], [-15.11, 2.90, -21.58], [-17.33, 2.31, -21.49], [-12.13, 6.15, -17.48], [-10.58, 6.69, -17.74], [-12.59, 7.66, -17.17], [-12.72, 6.39, -18.99], [-13.56, 5.58, -17.05], [-11.69, 4.64, -17.74], [-11.82, 5.94, -15.85], [-25.72, 10.99, -21.01], [-24.80, 11.69, -21.97], [-23.58, 10.94, -22.22], [-22.78, 11.60, -23.28], [-22.33, 13.01, -23.02], [-23.94, 9.59, -22.75], [-22.76, 8.65, -23.18], [-25.31, 10.56, -20.10], [-26.38, 10.23, -21.43], [-26.42, 11.70, -20.58], [-25.30, 11.89, -22.92], [-24.55, 12.66, -21.54], [-21.87, 11.00, -23.34], [-23.36, 11.56, -24.20], [-21.87, 13.31, -23.97], [-23.23, 13.62, -22.96], [-21.74, 13.09, -22.11], [-24.68, 9.51, -23.55], [-24.35, 8.94, -21.98], [-22.17, 9.05, -24.00], [-23.17, 7.69, -23.49], [-22.09, 8.39, -22.37], [-21.05, -0.42, -13.95], [-20.47, 0.60, -15.00], [-19.99, 1.87, -14.29], [-19.06, 1.58, -13.18], [-18.59, 2.74, -12.33], [-19.36, 2.83, -15.30], [-20.29, 3.57, -16.23], [-20.25, -0.83, -13.33], [-21.68, -1.13, -14.49], [-21.77, -0.04, -13.23], [-19.66, 0.28, -15.65], [-21.23, 0.78, -15.76], [-18.17, 1.05, -13.52], [-19.57, 0.94, -12.45], [-19.45, 3.39, -12.26], [-17.80, 3.38, -12.73], [-18.24, 2.45, -11.34], [-18.84, 3.57, -14.70], [-18.61, 2.21, -15.78], [-19.75, 3.97, -17.09], [-20.93, 2.85, -16.73], [-20.89, 4.35, -15.75], [-11.31, 9.26, -25.48], [-12.19, 8.48, -24.48], [-13.18, 9.23, -23.68], [-14.06, 10.02, -24.59], [-14.82, 9.18, -25.76], [-12.39, 10.15, -22.75], [-13.22, 10.98, -21.85], [-10.66, 10.05, -25.13], [-11.85, 9.60, -26.37], [-10.56, 8.56, -25.87], [-12.72, 7.74, -25.08], [-11.63, 7.93, -23.72], [-14.90, 10.46, -24.04], [-13.55, 10.88, -25.02], [-15.62, 9.78, -26.18], [-14.21, 8.96, -26.64], [-15.31, 8.28, -25.40], [-11.78, 10.82, -23.35], [-11.66, 9.65, -22.10], [-14.18, 11.34, -22.22], [-12.66, 11.90, -21.67], [-13.27, 10.62, -20.82], [-22.58, 14.94, -17.48], [-23.33, 13.85, -16.78], [-22.61, 12.55, -16.68], [-21.30, 12.68, -16.03], [-21.24, 13.39, -14.67], [-23.47, 11.71, -15.79], [-22.96, 10.23, -15.60], [-22.67, 14.98, -18.57], [-21.51, 14.89, -17.29], [-22.91, 15.92, -17.15], [-23.46, 14.15, -15.74], [-24.30, 13.71, -17.25], [-20.81, 11.71, -15.99], [-20.51, 13.13, -16.64], [-21.71, 14.37, -14.62], [-21.54, 12.84, -13.78], [-20.20, 13.65, -14.45], [-24.50, 11.79, -16.11], [-23.53, 12.16, -14.79], [-22.78, 9.73, -16.55], [-23.77, 9.68, -15.11], [-22.03, 10.15, -15.04], [-16.64, 9.29, -14.20], [-15.38, 9.55, -13.34], [-15.96, 10.13, -12.17], [-17.49, 9.50, -11.89], [-18.32, 10.55, -11.30], [-17.38, 8.25, -11.15], [-17.78, 9.24, -13.45], [-16.52, 8.41, -14.83], [-16.83, 10.13, -14.87], [-14.59, 10.19, -13.72], [-14.94, 8.60, -13.01]]
}

---

No. 6
{
  "formula": "C45H37Co2NO5P",
  "method": "wB97M-V/def2-TZVPD",
  "total_charge": 1,
  "relative_energy_kcal_mol": 7.07,
  "homo_lumo_gap_ev": 3.6,
  "species": ["O", "C", "Co", "C", "O", "C", "O", "C", "C", "C", "C", "C", "C", "C", "C", "C", "Co", "C", "O", "C", "O", "P", "C", "C", "C", "C", "C", "C", "C", "C", "C", "C", "C", "C", "C", "C", "C", "C", "C", "C", "H", "H", "H", "H", "H", "H", "H", "H", "H", "H", "H", "H", "H", "H", "H", "H", "H", "H", "H", "H", "H", "H", "C", "C", "C", "N", "C", "C", "C", "C", "C", "C", "C", "C", "C", "C", "H", "H", "H", "H", "H", "H", "H", "H", "H", "H", "H", "H", "H", "H", "H"],
  "xyz": [[2.56, 1.31, 3.78], [1.94, 1.93, 3.02], [1.12, 2.82, 1.76], [0.66, 4.38, 2.43], [0.38, 5.41, 2.89], [2.37, 3.02, 0.56], [3.13, 3.01, -0.32], [0.04, 1.43, 0.79], [0.55, 0.11, 0.87], [1.50, -0.64, 0.26], [2.22, -1.72, 0.92], [3.45, -2.18, 0.39], [4.23, -3.08, 1.10], [3.81, -3.55, 2.36], [2.56, -3.16, 2.86], [1.76, -2.29, 2.13], [-0.59, 0.54, 2.22], [-0.05, -0.20, 3.73], [0.25, -0.65, 4.76], [-1.48, 1.81, 3.02], [-2.00, 2.68, 3.59], [-2.14, -0.91, 1.86], [-2.44, -2.24, 3.09], [-2.45, -3.61, 2.79], [-2.63, -4.55, 3.81], [-2.90, -4.13, 5.12], [-2.98, -2.76, 5.41], [-2.71, -1.82, 4.41], [-3.80, -0.13, 1.72], [-4.95, -0.71, 2.27], [-6.17, -0.02, 2.21], [-6.25, 1.20, 1.54], [-5.11, 1.75, 0.94], [-3.88, 1.10, 1.05], [-1.98, -1.82, 0.28], [-2.78, -1.52, -0.84], [-2.46, -2.07, -2.08], [-1.36, -2.92, -2.22], [-0.61, -3.28, -1.10], [-0.93, -2.73, 0.14], [-0.47, 1.81, -0.11], [1.92, -0.29, -0.67], [3.78, -1.79, -0.58], [5.19, -3.42, 0.69], [4.43, -4.22, 2.94], [2.21, -3.52, 3.83], [0.76, -2.04, 2.50], [-2.31, -3.96, 1.76], [-2.57, -5.62, 3.58], [-3.04, -4.86, 5.91], [-3.24, -2.42, 6.41], [-2.73, -0.76, 4.65], [-4.90, -1.68, 2.76], [-7.05, -0.46, 2.68], [-7.20, 1.73, 1.48], [-5.17, 2.69, 0.39], [-2.98, 1.55, 0.62], [-3.64, -0.86, -0.73], [-3.08, -1.82, -2.95], [-1.09, -3.32, -3.20], [0.23, -3.97, -1.18], [-0.33, -3.00, 1.02], [5.36, 2.90, -4.15], [5.67, 1.43, -3.81], [4.39, 0.86, -3.18], [3.36, 1.84, -3.44], [2.06, 1.59, -3.14], [1.59, 0.40, -2.57], [0.09, 0.39, -2.52], [-0.27, 1.76, -3.10], [0.90, 2.45, -3.48], [0.81, 3.63, -4.21], [-0.46, 4.05, -4.65], [-1.62, 3.36, -4.27], [-1.54, 2.22, -3.44], [3.84, 3.04, -4.09], [5.81, 3.56, -3.40], [5.74, 3.18, -5.13], [5.91, 0.87, -4.72], [6.51, 1.33, -3.12], [4.13, -0.12, -3.62], [4.51, 0.70, -2.10], [2.21, -0.49, -2.48], [-0.37, -0.43, -3.09], [-0.26, 0.25, -1.50], [1.70, 4.22, -4.46], [-0.54, 4.92, -5.30], [-2.60, 3.73, -4.57], [-2.43, 1.69, -3.09], [3.53, 3.94, -3.54], [3.42, 3.13, -5.11]]
}